[1]
168
Properties=species:S:1:pos:R:3 method="wB97M-V/def2-TZVPD" fmax_ha_per_bohr=0.0524 e_lumo_ev=0.557 smiles="COCCNCCOC.COCCNCCOC.COCCNCCOC.COCCNCCOC.COCCNCCOC.COCCNCCOC.NC(N)=O.NC(N)=O.NC(N)=O" charge=0 homo_ha=-0.2980 energy_ev=-90684.2418
C -5.291 -23.844 -25.815
O -6.093 -23.313 -26.610
N -4.284 -24.758 -26.399
N -5.260 -23.612 -24.470
H -4.147 -25.618 -25.890
H -4.540 -25.000 -27.346
H -4.520 -24.043 -23.946
H -5.922 -22.998 -24.006
C -5.035 -22.961 -20.691
O -4.366 -23.273 -19.723
N -4.838 -21.691 -21.248
N -5.905 -23.799 -21.466
H -5.518 -21.245 -21.847
H -4.372 -21.073 -20.558
H -6.448 -23.240 -22.106
H -6.213 -24.701 -21.126
C -8.102 -21.120 -23.373
O -7.073 -21.744 -23.019
N -9.365 -21.656 -23.491
N -8.041 -19.756 -23.708
H -9.702 -22.549 -23.136
H -10.066 -20.970 -23.719
H -8.888 -19.474 -24.166
H -7.202 -19.225 -23.888
C -6.918 -11.123 -17.431
O -7.416 -12.456 -17.308
C -6.393 -13.421 -17.298
C -7.020 -14.784 -17.178
N -7.913 -15.068 -18.267
C -7.480 -15.004 -19.645
C -8.292 -15.947 -20.527
O -7.689 -15.858 -21.823
C -7.931 -17.003 -22.537
H -7.720 -10.412 -17.401
H -6.560 -10.844 -18.406
H -6.175 -10.773 -16.734
H -5.769 -13.357 -16.418
H -5.813 -13.365 -18.227
H -7.517 -14.857 -16.222
H -6.171 -15.495 -17.147
H -8.886 -14.869 -18.130
H -6.448 -15.369 -19.795
H -7.513 -13.970 -20.055
H -9.357 -15.756 -20.500
H -8.237 -16.990 -20.186
H -7.446 -16.999 -23.501
H -9.002 -17.187 -22.797
H -7.578 -17.891 -21.961
C -9.279 -24.441 -28.331
O -10.041 -23.522 -27.530
C -9.289 -22.364 -27.187
C -10.239 -21.488 -26.378
N -11.351 -21.007 -27.174
C -12.311 -20.174 -26.460
C -11.709 -18.985 -25.754
O -11.229 -19.194 -24.405
C -11.922 -18.502 -23.424
H -8.981 -23.858 -29.184
H -9.949 -25.260 -28.547
H -8.425 -24.832 -27.784
H -8.914 -21.823 -28.065
H -8.419 -22.670 -26.570
H -9.648 -20.630 -26.018
H -10.611 -22.134 -25.559
H -11.845 -21.787 -27.608
H -12.690 -20.791 -25.601
H -13.164 -19.936 -27.130
H -12.385 -18.135 -25.735
H -10.914 -18.503 -26.306
H -11.658 -17.442 -23.428
H -11.732 -18.928 -22.437
H -13.013 -18.543 -23.516
C -8.410 -24.699 -24.458
O -9.121 -24.510 -23.232
C -9.188 -25.659 -22.409
C -10.051 -25.311 -21.179
N -11.446 -25.189 -21.503
C -12.270 -24.544 -20.490
C -13.632 -25.044 -20.595
O -13.632 -26.509 -20.379
C -14.937 -27.045 -20.281
H -7.386 -24.925 -24.247
H -8.485 -23.746 -25.020
H -8.825 -25.460 -25.134
H -8.163 -25.761 -21.994
H -9.494 -26.618 -22.844
H -9.766 -24.307 -20.833
H -9.795 -26.034 -20.358
H -11.868 -26.084 -21.813
H -12.221 -23.448 -20.605
H -11.901 -24.723 -19.430
H -14.025 -24.853 -21.623
H -14.281 -24.633 -19.804
H -15.505 -27.126 -21.212
H -15.637 -26.499 -19.604
H -14.921 -28.092 -19.946
C -14.771 -10.941 -23.084
O -13.608 -11.357 -22.429
C -12.889 -12.480 -22.954
C -12.222 -12.269 -24.300
N -11.001 -13.038 -24.545
C -11.000 -14.502 -24.786
C -9.614 -14.905 -25.197
O -9.663 -16.238 -25.628
C -8.437 -16.694 -26.103
H -15.101 -9.979 -22.688
H -15.610 -11.597 -22.864
H -14.723 -10.755 -24.163
H -13.452 -13.424 -23.015
H -12.129 -12.649 -22.155
H -11.859 -11.231 -24.271
H -12.993 -12.334 -25.072
H -10.508 -12.612 -25.344
H -11.706 -14.826 -25.523
H -11.335 -14.958 -23.846
H -8.862 -14.744 -24.426
H -9.274 -14.304 -26.045
H -7.652 -16.984 -25.402
H -8.043 -15.867 -26.682
H -8.618 -17.589 -26.686
C -5.656 -19.689 -26.501
O -5.407 -18.954 -25.343
C -4.494 -19.641 -24.463
C -3.976 -18.691 -23.394
N -3.139 -17.703 -23.978
C -2.080 -17.182 -23.174
C -1.080 -16.318 -23.858
O -1.695 -15.382 -24.713
C -0.790 -14.414 -25.286
H -6.267 -20.579 -26.283
H -4.687 -20.035 -26.891
H -6.125 -19.026 -27.241
H -3.606 -19.954 -24.978
H -4.923 -20.540 -23.995
H -3.521 -19.220 -22.567
H -4.878 -18.221 -22.896
H -3.627 -16.902 -24.361
H -1.566 -18.091 -22.886
H -2.453 -16.683 -22.251
H -0.394 -16.949 -24.442
H -0.503 -15.810 -23.062
H 0.016 -14.869 -25.878
H -0.358 -13.869 -24.452
H -1.419 -13.821 -25.951
C -8.109 -21.092 -19.829
O -8.599 -19.783 -19.926
C -9.990 -19.712 -19.926
C -10.708 -19.966 -18.612
N -11.060 -21.369 -18.447
C -11.125 -21.681 -17.052
C -11.009 -23.191 -16.891
O -9.896 -23.736 -17.507
C -9.895 -25.158 -17.440
H -7.027 -21.103 -20.082
H -8.625 -21.853 -20.436
H -8.211 -21.451 -18.801
H -10.503 -20.272 -20.746
H -10.197 -18.657 -20.140
H -11.668 -19.392 -18.707
H -10.123 -19.556 -17.787
H -10.409 -22.026 -18.864
H -12.118 -21.454 -16.601
H -10.344 -21.194 -16.454
H -11.967 -23.643 -17.199
H -10.900 -23.418 -15.790
H -9.945 -25.521 -16.414
H -9.023 -25.430 -18.046
H -10.710 -25.579 -18.044

=====

[2]
32
Properties=species:S:1:pos:R:3 method="wB97M-V/def2-TZVPD" fmax_ha_per_bohr=0.0332 e_lumo_ev=-2.630 charge=+1 homo_ha=-0.4870 energy_ev=-20289.0440
C 0.810 0.594 1.364
O 0.160 1.628 0.592
C 1.210 -0.464 0.314
C 2.609 -1.010 0.478
C 2.929 -1.884 -0.732
O 2.413 -2.966 -0.846
N 0.162 -1.555 0.352
H 0.137 0.246 2.143
H 1.658 1.079 1.849
H 0.665 2.440 0.669
H 1.135 0.007 -0.630
H 2.797 -1.479 1.438
H 3.308 -0.190 0.401
H 3.467 -1.382 -1.549
H -0.701 -1.052 0.467
H 0.041 -2.098 -0.508
H 0.281 -2.100 1.203
H -1.445 -2.251 -2.581
H -1.639 -0.867 -1.808
O -1.590 -1.828 -1.738
H -2.483 0.156 2.082
H -2.161 -0.745 3.224
O -1.829 -0.518 2.346
H -1.627 1.617 -0.804
H -2.123 1.370 -2.216
O -1.462 1.060 -1.583
H 1.668 2.260 -2.962
H 0.227 1.874 -2.379
O 1.126 2.176 -2.183
H -3.025 2.646 1.564
H -3.793 1.421 0.940
O -2.928 1.814 1.092

=====

[3]
13
Properties=species:S:1:pos:R:3 method="wB97M-V/def2-TZVPD" fmax_ha_per_bohr=0.1075 e_lumo_ev=3.051 charge=-1 homo_ha=-0.1860 energy_ev=-34095.0963
C -2.259 0.770 0.159
C -2.033 2.021 -0.111
C 0.000 -0.180 0.061
N -1.315 -0.289 0.056
N 1.167 -0.180 0.082
O 3.530 -0.736 1.242
O -1.836 3.124 -0.444
O 3.492 -0.130 -1.228
P 2.851 -1.030 -0.259
Cl -2.508 -2.695 -0.929
H -3.226 0.603 0.675
H -1.841 -1.302 -0.617
H 3.978 0.024 1.313

=====

[4]
75
Properties=species:S:1:pos:R:3 method="wB97M-V/def2-TZVPD" fmax_ha_per_bohr=0.0204 e_lumo_ev="-0.761 / -0.709" charge=0 homo_ha="-0.3150 / -0.3144" energy_ev=-113756.8829 spin_multiplicity=2
Fe -0.330 0.346 0.163
N -1.028 -1.081 -3.956
C -2.241 -1.557 -3.504
C -2.241 -1.362 -2.155
N -1.064 -0.784 -1.782
C -0.363 -0.623 -2.869
C 0.930 0.003 -2.705
N 1.266 0.411 -1.501
C 2.526 0.934 -1.608
C 2.952 0.838 -2.896
N 1.922 0.243 -3.589
H -0.723 -1.059 -4.913
H -2.973 -1.973 -4.173
H -3.007 -1.589 -1.434
H 3.051 1.339 -0.761
H 3.869 1.131 -3.374
H 1.926 0.024 -4.569
O 3.117 -0.779 1.914
C 2.218 -0.030 1.566
O 1.098 -0.471 1.099
C 2.388 1.463 1.690
C 3.518 1.912 2.346
C 3.781 3.266 2.457
C 2.928 4.206 1.905
C 1.791 3.762 1.280
C 1.462 2.386 1.126
O 0.418 2.076 0.436
N 0.897 4.773 0.721
O -0.285 4.698 0.989
O 1.407 5.677 0.085
N 4.983 3.719 3.144
O 5.182 4.919 3.205
O 5.717 2.877 3.624
H 4.201 1.182 2.756
H 3.152 5.261 1.965
O -1.266 0.631 1.862
C -1.944 1.635 2.122
C -2.451 2.585 1.198
C -3.143 3.695 1.695
C -3.673 4.605 0.824
C -3.543 4.438 -0.565
C -2.886 3.353 -1.067
C -2.297 2.388 -0.206
O -1.702 1.374 -0.722
N -4.385 5.765 1.343
O -4.496 5.871 2.551
O -4.844 6.554 0.539
H -2.198 1.782 3.179
H -3.256 3.843 2.761
H -3.969 5.186 -1.218
H -2.770 3.212 -2.133
O -1.122 -1.647 0.636
S -0.139 -2.664 1.165
C -1.132 -4.148 1.287
C -2.435 -4.181 0.822
C -3.170 -5.351 0.955
C -2.600 -6.469 1.546
C -1.294 -6.420 2.019
C -0.557 -5.253 1.899
C 0.850 -3.150 -0.250
C 0.265 -3.670 -1.398
C 1.065 -3.957 -2.489
C 2.439 -3.731 -2.424
C 3.012 -3.222 -1.268
C 2.215 -2.927 -0.167
H -2.860 -3.288 0.382
H -4.192 -5.387 0.601
H -3.176 -7.378 1.648
H -0.854 -7.287 2.492
H 0.458 -5.199 2.277
H -0.802 -3.847 -1.433
H 0.624 -4.374 -3.386
H 3.064 -3.967 -3.276
H 4.079 -3.049 -1.218
H 2.640 -2.485 0.733

=====

[5]
15
Properties=species:S:1:pos:R:3 method="wB97M-V/def2-TZVPD" fmax_ha_per_bohr=0.0334 e_lumo_ev=0.997 smiles="C=C.CSC" charge=0 homo_ha=-0.3093 energy_ev=-15143.8609
C 3.259 2.194 -1.643
C 3.466 1.553 -0.508
H 2.695 3.116 -1.728
H 3.929 2.044 -2.478
H 3.236 1.889 0.502
H 4.254 0.814 -0.391
C -3.411 -1.966 0.127
S -2.670 -0.292 0.171
C -1.288 -0.608 1.266
H -2.975 -2.471 -0.732
H -3.132 -2.497 1.026
H -4.476 -1.855 -0.043
H -0.682 0.296 1.251
H -0.662 -1.406 0.877
H -1.542 -0.812 2.303

=====

[6]
118
Properties=species:S:1:pos:R:3 method="wB97M-V/def2-TZVPD" fmax_ha_per_bohr=0.0124 e_lumo_ev="-3.214 / -4.449" charge=+1 homo_ha="-0.3673 / -0.3673" energy_ev=-160079.8690 spin_multiplicity=6
Fe -2.086 -0.894 -1.935
O 2.415 1.974 -6.115
C 2.518 0.803 -5.718
O 3.457 -0.010 -5.737
C 1.220 0.245 -5.063
C 1.214 -1.037 -4.519
C 0.143 -1.407 -3.733
N -0.859 -0.554 -3.513
C -0.965 0.598 -4.177
C 0.083 1.043 -4.963
C -2.296 1.230 -3.992
C -2.637 2.451 -4.559
C -3.929 2.922 -4.403
C -4.843 2.168 -3.683
C -4.418 0.977 -3.123
N -3.178 0.510 -3.270
C -0.087 -2.717 -3.079
C 0.699 -3.831 -3.333
C 0.364 -5.038 -2.742
C -0.738 -5.096 -1.902
C -1.469 -3.942 -1.690
N -1.167 -2.780 -2.273
H 2.093 -1.643 -4.700
H 0.108 1.994 -5.479
H -1.901 3.008 -5.121
H -4.219 3.868 -4.841
H -5.864 2.493 -3.543
H -5.091 0.373 -2.528
H 1.549 -3.744 -3.993
H 0.961 -5.920 -2.930
H -1.033 -6.015 -1.417
H -2.327 -3.943 -1.028
S -0.237 -0.871 0.210
C 1.030 0.195 -0.160
N 1.972 0.503 0.716
C 2.923 1.553 0.363
C 2.784 1.789 -1.147
S 1.228 0.997 -1.665
H 1.912 0.124 1.650
H 3.935 1.231 0.611
H 2.674 2.448 0.939
H 3.595 1.321 -1.697
H 2.745 2.845 -1.397
C 0.018 2.232 3.533
Si -1.834 1.873 3.614
C -2.586 2.883 5.014
C -2.141 0.039 3.861
Si -2.878 2.647 1.625
Te -2.819 0.689 0.032
Si -1.813 4.417 0.484
C -2.821 4.820 -1.052
C -0.073 3.896 -0.012
C -1.759 5.885 1.660
Si -5.212 2.917 1.905
C -5.483 4.595 2.712
C -5.869 1.519 2.977
C -6.051 2.859 0.220
H 0.437 2.229 4.542
H 0.242 3.201 3.086
H 0.538 1.467 2.953
H -2.166 2.559 5.969
H -3.669 2.770 5.073
H -2.364 3.946 4.904
H -1.522 -0.329 4.683
H -1.889 -0.541 2.973
H -3.183 -0.161 4.113
H -2.966 3.927 -1.664
H -2.300 5.564 -1.660
H -3.801 5.223 -0.798
H -0.090 2.927 -0.514
H 0.594 3.831 0.849
H 0.345 4.627 -0.709
H -2.752 6.168 2.010
H -1.328 6.752 1.155
H -1.143 5.676 2.536
H -4.922 4.706 3.641
H -6.542 4.721 2.949
H -5.197 5.409 2.044
H -5.622 1.659 4.030
H -5.466 0.555 2.661
H -6.957 1.464 2.899
H -5.598 3.548 -0.493
H -7.104 3.130 0.330
H -6.011 1.853 -0.203
C 5.164 -7.456 -0.035
C 4.564 -7.025 1.138
C 3.843 -5.838 1.158
C 3.713 -5.076 0.005
C 4.313 -5.518 -1.169
C 5.041 -6.698 -1.191
Sb 2.658 -3.223 -0.095
C 1.972 -3.114 1.925
C 0.996 -4.023 2.328
C 0.392 -3.922 3.572
C 0.748 -2.900 4.438
C 1.720 -1.987 4.054
C 2.323 -2.096 2.808
C 4.370 -1.949 0.025
C 5.227 -1.871 1.121
C 6.348 -1.056 1.087
C 6.644 -0.322 -0.055
C 5.817 -0.412 -1.163
C 4.684 -1.215 -1.116
H 5.730 -8.378 -0.049
H 4.660 -7.608 2.045
H 3.391 -5.511 2.088
H 4.231 -4.939 -2.084
H 5.511 -7.025 -2.109
H 0.696 -4.830 1.666
H -0.358 -4.646 3.867
H 0.281 -2.821 5.411
H 2.021 -1.198 4.733
H 3.103 -1.391 2.542
H 5.040 -2.470 2.006
H 7.005 -1.010 1.946
H 7.530 0.298 -0.087
H 6.058 0.131 -2.069
H 4.047 -1.272 -1.995